{"formula": "C34H49F4N5O7", "method": "ωB97M-V/def2-TZVPD", "symbols": ["C", "C", "C", "C", "C", "C", "C", "C", "C", "O", "C", "C", "C", "C", "F", "F", "F", "C", "C", "C", "C", "C", "C", "F", "C", "O", "N", "C", "O", "C", "H", "H", "H", "H", "H", "H", "H", "H", "H", "H", "H", "H", "H", "H", "H", "H", "H", "H", "H", "H", "H", "C", "N", "C", "C", "O", "H", "H", "H", "H", "H", "H", "H", "C", "N", "C", "C", "O", "H", "H", "H", "H", "H", "H", "H", "C", "N", "C", "C", "O", "H", "H", "H", "H", "H", "H", "H", "C", "N", "C", "C", "O", "H", "H", "H", "H", "H", "H", "H"], "positions_angstrom": [[-5.884, -3.090, -0.315], [-4.730, -2.163, -0.669], [-4.103, -2.170, -1.897], [-3.059, -1.298, -2.103], [-2.597, -0.416, -1.154], [-1.447, 0.487, -1.564], [-0.065, -0.116, -1.230], [-1.573, 1.950, -1.096], [-3.231, -0.406, 0.080], [-2.803, 0.486, 1.043], [-2.694, -0.097, 2.331], [-1.356, 0.242, 2.993], [-1.019, 1.555, 3.306], [-1.964, 2.729, 3.068], [-1.412, 3.897, 3.465], [-3.047, 2.564, 3.868], [-2.332, 2.908, 1.812], [0.185, 1.870, 3.893], [1.057, 0.861, 4.182], [0.719, -0.452, 3.898], [-0.467, -0.789, 3.286], [-0.750, -2.245, 2.962], [-1.612, -2.966, 4.000], [0.397, -2.952, 2.669], [1.888, -1.290, 4.406], [1.962, -2.437, 4.770], [2.989, -0.366, 4.451], [2.440, 0.889, 4.807], [2.974, 1.775, 5.436], [-4.289, -1.270, 0.279], [-5.858, -3.974, -0.959], [-6.813, -2.525, -0.452], [-5.814, -3.432, 0.722], [-4.420, -2.834, -2.697], [-2.595, -1.299, -3.086], [-1.475, 0.529, -2.661], [0.743, 0.536, -1.584], [0.026, -1.036, -1.826], [0.049, -0.342, -0.162], [-1.084, 2.098, -0.130], [-1.202, 2.658, -1.843], [-2.629, 2.203, -0.929], [-3.487, 0.318, 2.972], [-2.804, -1.179, 2.330], [0.458, 2.888, 4.145], [-1.327, -2.253, 2.026], [-1.649, -4.020, 3.701], [-2.626, -2.558, 3.974], [-1.174, -2.911, 5.000], [3.550, -0.724, 5.229], [-4.791, -1.260, 1.248], [4.506, 0.192, -5.220], [3.591, 0.368, -4.115], [2.759, 1.406, -3.877], [2.753, 2.549, -4.866], [2.039, 1.402, -2.886], [4.242, -0.721, -5.758], [5.521, 0.089, -4.832], [4.474, 1.031, -5.908], [3.542, -0.364, -3.411], [2.038, 3.298, -4.537], [3.740, 3.010, -4.919], [2.456, 2.194, -5.854], [5.946, 4.438, 5.369], [6.052, 3.021, 5.083], [7.171, 2.301, 4.811], [8.489, 3.039, 4.795], [7.098, 1.102, 4.590], [5.502, 4.572, 6.357], [5.296, 4.905, 4.627], [6.916, 4.925, 5.346], [5.206, 2.470, 5.079], [9.285, 2.336, 4.565], [8.480, 3.817, 4.030], [8.688, 3.483, 5.772], [3.230, -5.772, -3.770], [3.418, -4.335, -3.853], [3.016, -3.386, -2.972], [2.277, -3.841, -1.739], [3.251, -2.205, -3.185], [4.206, -6.261, -3.774], [2.665, -6.110, -4.640], [2.696, -6.053, -2.869], [3.905, -3.962, -4.653], [2.024, -2.972, -1.137], [1.355, -4.353, -2.016], [2.906, -4.505, -1.144], [-8.148, 1.269, -3.859], [-6.868, 0.727, -3.447], [-5.660, 1.354, -3.410], [-5.609, 2.799, -3.847], [-4.668, 0.754, -3.035], [-8.852, 1.199, -3.027], [-8.534, 0.682, -4.695], [-8.063, 2.306, -4.164], [-6.829, -0.234, -3.142], [-4.588, 3.158, -3.762], [-5.927, 2.893, -4.887], [-6.248, 3.411, -3.208]], "atomic_forces_ev_per_a": [[0.459, 0.358, -0.367], [-0.531, -0.745, 0.218], [-0.075, -0.298, -0.082], [0.103, -0.461, -0.791], [0.769, 0.644, -0.208], [0.453, 0.543, -0.130], [-0.267, -0.086, -0.461], [-0.643, -0.145, 0.344], [0.177, 0.020, -0.760], [0.137, -0.954, 0.084], [0.046, 0.725, 1.033], [-0.779, -0.244, -0.718], [-0.175, 0.722, -0.287], [0.348, -0.010, 0.821], [0.066, -0.111, -0.040], [-0.272, 0.030, -0.496], [-0.351, -0.074, 0.060], [0.540, 0.867, 0.409], [0.455, -0.552, 0.312], [1.018, -0.256, 0.576], [0.405, -0.768, 0.241], [-1.367, 0.203, -0.782], [0.685, -0.261, -0.190], [0.149, 0.137, 0.247], [-0.302, -0.402, -0.883], [-0.123, 1.111, -0.230], [-0.430, -0.694, 2.493], [-0.402, 0.649, -0.968], [-0.251, -0.684, -0.487], [-0.271, 0.310, 1.407], [-0.252, 0.159, 0.035], [-0.084, -0.408, 0.065], [-0.080, 0.131, -0.113], [0.003, 0.014, 0.148], [0.049, 0.123, 0.151], [-0.151, -0.111, 0.171], [-0.350, -0.146, 0.363], [0.116, -0.046, 0.403], [-0.039, 0.033, -0.118], [0.145, 0.098, -0.249], [0.275, -0.216, 0.158], [0.157, -0.024, -0.112], [0.063, -0.193, -0.120], [-0.221, 0.216, -0.324], [-0.155, -0.069, -0.112], [0.247, -0.050, 0.063], [-0.115, 0.152, 0.105], [0.152, -0.024, 0.210], [-0.163, 0.105, -0.094], [0.864, 0.292, -0.613], [0.035, 0.015, -0.151], [-0.118, -0.269, 0.363], [-0.049, 0.447, 0.163], [0.047, -0.213, 0.123], [-0.086, 0.033, 0.044], [0.107, 0.377, -0.217], [0.116, 0.039, -0.119], [0.069, 0.010, -0.184], [-0.028, 0.016, 0.029], [-0.031, 0.042, -0.348], [-0.012, -0.073, 0.079], [-0.004, -0.022, -0.139], [0.120, 0.061, -0.050], [-0.375, -0.342, -0.017], [0.315, 0.000, -0.062], [-0.165, -0.152, -0.013], [0.035, -0.045, -0.013], [0.090, -0.001, 0.004], [0.049, 0.181, -0.006], [0.061, 0.173, 0.060], [0.018, -0.056, -0.015], [-0.101, 0.042, 0.076], [-0.088, -0.072, -0.004], [0.038, 0.090, 0.102], [0.018, 0.123, -0.068], [0.225, 0.224, -0.368], [-0.134, 0.045, 0.235], [-0.006, 0.096, 0.036], [-0.002, 0.086, 0.021], [0.080, -0.296, 0.025], [-0.082, -0.154, 0.063], [-0.035, -0.160, 0.089], [0.001, 0.073, 0.012], [0.004, -0.033, -0.006], [0.040, 0.049, -0.085], [0.039, -0.098, 0.076], [-0.102, -0.089, -0.007], [0.095, -0.482, 0.171], [0.063, 0.278, -0.083], [0.113, -0.133, 0.081], [0.027, 0.002, 0.006], [-0.099, 0.269, -0.157], [-0.120, 0.129, -0.095], [-0.131, 0.146, -0.038], [0.064, -0.010, 0.016], [0.002, 0.009, 0.013], [0.018, -0.111, 0.044], [-0.092, 0.096, 0.046], [-0.058, 0.046, -0.117]], "lowdin_charge": [-0.0478, -0.2850, -0.0590, -0.0605, -0.1436, -0.3405, -0.0486, -0.0555, -0.2067, -0.0323, -0.1164, -0.0316, -0.0261, -0.5575, 0.1265, 0.1362, 0.1798, 0.0733, -0.0561, -0.0050, -0.0357, -0.3269, 0.0004, 0.0133, -0.3379, 0.1331, 0.1842, -0.3542, 0.1127, 0.0049, 0.0733, 0.0775, 0.0736, 0.1128, 0.1235, 0.1283, 0.0444, 0.0753, 0.0744, 0.0616, 0.0793, 0.0762, 0.1424, 0.0897, 0.1424, 0.1413, 0.0916, 0.0828, 0.0907, 0.1633, 0.1273, -0.0797, 0.0097, -0.5335, -0.0130, 0.0137, 0.0773, 0.0833, 0.0683, 0.0931, 0.0786, 0.0811, 0.0813, -0.0762, 0.0114, -0.5562, -0.0159, 0.0246, 0.0833, 0.0831, 0.0691, 0.1043, 0.0797, 0.0821, 0.0818, -0.0728, 0.0116, -0.5177, 0.0008, 0.0251, 0.0838, 0.0835, 0.0728, 0.1390, 0.0805, 0.0884, 0.0878, -0.0794, 0.0095, -0.5270, -0.0066, 0.0592, 0.0820, 0.0817, 0.0708, 0.1364, 0.0819, 0.0835, 0.0846], "homo_energy_ha": -0.2983, "total_energy_ha": -2524.97878, "orbital_gap_ha": 0.285}

{"formula": "C34H49IN6O4S2", "method": "ωB97M-V/def2-TZVPD", "symbols": ["C", "C", "C", "C", "O", "N", "C", "C", "C", "C", "C", "C", "S", "C", "C", "S", "C", "C", "C", "N", "N", "N", "C", "C", "C", "C", "O", "C", "C", "C", "C", "C", "C", "C", "C", "I", "C", "H", "H", "H", "H", "H", "H", "H", "H", "H", "H", "H", "H", "H", "H", "H", "H", "H", "H", "H", "H", "H", "H", "H", "H", "H", "H", "H", "H", "H", "H", "H", "H", "H", "H", "H", "C", "N", "C", "C", "O", "H", "H", "H", "H", "H", "H", "H", "C", "N", "C", "C", "O", "H", "H", "H", "H", "H", "H", "H"], "positions_angstrom": [[5.774, -1.144, -1.612], [5.023, -2.442, -1.937], [3.730, -2.548, -1.117], [2.679, -3.429, -1.784], [1.339, -2.948, -1.758], [0.786, -2.735, -0.469], [0.933, -3.800, 0.438], [0.301, -5.010, 0.145], [0.402, -6.087, 1.012], [1.122, -5.955, 2.199], [1.741, -4.753, 2.503], [1.655, -3.675, 1.619], [2.472, -2.181, 2.066], [1.566, -1.009, 1.110], [1.609, 0.336, 1.503], [2.621, 0.698, 2.925], [0.885, 1.318, 0.801], [0.925, 2.761, 1.221], [2.041, 3.624, 0.515], [2.947, 2.883, -0.334], [1.372, 4.583, -0.340], [2.829, 4.301, 1.571], [0.104, 0.927, -0.313], [-0.725, 1.949, -1.062], [-2.225, 1.862, -0.725], [-2.601, 2.786, 0.416], [-2.897, 2.185, -1.944], [-4.287, 2.419, -1.867], [-5.078, 1.303, -1.234], [-6.110, 1.578, -0.343], [-6.868, 0.546, 0.206], [-6.589, -0.775, -0.125], [-5.545, -1.061, -1.003], [-4.803, -0.025, -1.555], [0.101, -0.420, -0.693], [-1.029, -1.052, -2.340], [0.835, -1.399, -0.017], [6.845, -1.239, -1.770], [5.617, -0.864, -0.571], [5.411, -0.324, -2.229], [4.779, -2.429, -2.999], [5.682, -3.279, -1.716], [3.339, -1.541, -0.987], [4.004, -2.988, -0.162], [2.888, -3.477, -2.852], [2.732, -4.459, -1.423], [-0.274, -5.091, -0.765], [-0.106, -7.008, 0.767], [1.186, -6.781, 2.891], [2.295, -4.640, 3.425], [3.713, 1.217, 2.348], [-0.026, 3.238, 1.020], [1.087, 2.814, 2.292], [3.405, 2.151, 0.193], [2.434, 2.458, -1.097], [2.028, 4.979, -1.001], [0.919, 5.307, 0.200], [3.803, 4.009, 1.558], [2.840, 5.291, 1.356], [-0.376, 2.939, -0.800], [-0.620, 1.818, -2.135], [-2.460, 0.830, -0.449], [-2.341, 3.814, 0.168], [-3.654, 2.713, 0.679], [-2.049, 2.469, 1.302], [-4.525, 3.367, -1.379], [-4.606, 2.522, -2.905], [-6.339, 2.600, -0.070], [-7.678, 0.763, 0.887], [-7.179, -1.573, 0.300], [-5.331, -2.092, -1.254], [-3.989, -0.238, -2.233], [-4.592, -1.571, -5.521], [-4.748, -2.327, -4.296], [-4.620, -3.666, -4.102], [-4.269, -4.513, -5.304], [-4.785, -4.153, -2.995], [-3.796, -0.830, -5.418], [-5.515, -1.043, -5.767], [-4.342, -2.231, -6.344], [-4.981, -1.825, -3.453], [-4.205, -5.547, -4.980], [-5.032, -4.428, -6.077], [-3.308, -4.212, -5.724], [2.250, 4.387, 6.258], [3.080, 3.984, 5.143], [4.332, 3.476, 5.179], [4.963, 3.267, 6.537], [4.923, 3.177, 4.145], [1.332, 3.797, 6.285], [1.976, 5.441, 6.174], [2.775, 4.245, 7.198], [2.699, 4.053, 4.198], [5.953, 2.848, 6.390], [5.053, 4.212, 7.074], [4.370, 2.577, 7.138]], "atomic_forces_ev_per_a": [[-0.054, -0.083, 0.099], [0.007, 0.512, 0.187], [0.308, -0.368, -0.409], [0.375, -0.037, -0.183], [-0.166, -0.011, 0.041], [0.128, 0.087, 0.138], [-0.124, -0.360, 0.030], [0.072, -0.100, 0.180], [0.114, 0.317, 0.012], [-0.010, 0.116, -0.173], [-0.149, -0.067, -0.228], [-0.056, -0.067, -0.052], [-0.008, -0.003, 0.149], [-0.171, 0.028, -0.082], [0.083, 0.028, -0.397], [-0.186, 0.277, 0.376], [-0.300, -0.465, -0.197], [0.339, 0.010, 0.165], [0.038, 0.159, 0.515], [0.088, 0.219, -0.195], [-0.121, -0.261, -0.320], [-0.062, 0.157, 0.068], [0.206, -0.037, 0.145], [-0.106, -0.188, 0.421], [0.077, -0.016, -0.288], [0.093, -0.272, 0.147], [0.001, 0.143, -0.001], [-0.108, -0.136, -0.168], [-0.131, -0.078, 0.153], [-0.095, -0.224, 0.048], [0.146, -0.169, -0.191], [0.121, 0.251, -0.071], [-0.157, 0.111, 0.087], [-0.172, -0.044, 0.098], [-0.018, 0.081, 0.028], [-0.069, 0.042, -0.006], [0.169, 0.219, 0.027], [0.081, 0.026, -0.084], [0.074, 0.003, 0.104], [-0.044, 0.098, -0.006], [0.108, -0.252, -0.126], [-0.080, -0.247, -0.202], [-0.156, 0.025, 0.164], [-0.181, 0.366, 0.314], [-0.169, 0.036, -0.118], [-0.114, -0.034, 0.185], [-0.019, 0.070, -0.080], [0.015, -0.097, 0.042], [0.025, -0.059, 0.043], [0.018, 0.028, 0.081], [-0.049, 0.078, -0.190], [-0.081, 0.010, 0.059], [0.121, -0.047, 0.065], [0.005, -0.134, -0.061], [-0.004, -0.174, 0.026], [0.091, 0.180, 0.128], [-0.049, 0.065, -0.025], [-0.122, -0.123, 0.103], [0.116, -0.025, 0.009], [0.075, 0.156, -0.364], [0.034, -0.055, -0.087], [-0.158, -0.074, 0.040], [-0.034, 0.119, 0.051], [-0.106, 0.055, -0.065], [0.083, 0.109, 0.064], [0.094, 0.052, 0.155], [0.035, 0.046, -0.087], [0.058, 0.101, -0.026], [-0.025, 0.087, 0.053], [-0.006, -0.076, 0.020], [0.096, -0.052, -0.024], [0.128, 0.002, -0.042], [-0.032, 0.058, 0.195], [0.048, -0.011, -0.007], [0.008, -0.011, -0.001], [-0.004, -0.029, 0.042], [0.000, -0.004, 0.000], [0.026, -0.016, -0.047], [-0.003, -0.022, -0.055], [0.007, -0.010, -0.019], [-0.055, 0.067, -0.050], [-0.006, -0.002, 0.036], [0.032, 0.020, -0.036], [-0.018, 0.013, -0.045], [-0.081, -0.016, -0.153], [-0.147, 0.056, -0.426], [0.182, -0.231, -0.314], [0.083, 0.029, -0.038], [-0.136, 0.046, 0.271], [0.009, -0.001, 0.053], [0.015, -0.005, 0.042], [-0.002, 0.000, -0.017], [0.151, 0.017, 0.247], [-0.008, 0.005, -0.041], [-0.018, -0.019, 0.055], [-0.015, 0.031, 0.038]], "lowdin_charge": [-0.1087, -0.2491, -0.1886, -0.1782, -0.1696, -0.0927, -0.2302, 0.0018, -0.0731, -0.0837, -0.1001, -0.4360, 1.0167, -0.4575, -0.5359, 0.8083, -0.1854, -0.0988, -0.6430, 0.1013, 0.0750, 0.0850, -0.2029, -0.1358, -0.3949, -0.0208, -0.1290, -0.1730, -0.2114, -0.0480, -0.0809, -0.0806, -0.0672, -0.0592, -0.4938, 1.1263, -0.2757, 0.0657, 0.0685, 0.0708, 0.1006, 0.1064, 0.1096, 0.0912, 0.1228, 0.1229, 0.1258, 0.1021, 0.1014, 0.1021, -0.1145, 0.0796, 0.0751, 0.0647, 0.0846, 0.0832, 0.0839, 0.0709, 0.0678, 0.0800, 0.0914, 0.1125, 0.0972, 0.0719, 0.0878, 0.1182, 0.1336, 0.1106, 0.0993, 0.1013, 0.0943, 0.0519, -0.0708, 0.0185, -0.5483, -0.0105, 0.0304, 0.0809, 0.0843, 0.0705, 0.0915, 0.0810, 0.0830, 0.0831, -0.0777, 0.0134, -0.5568, -0.0120, -0.0029, 0.0836, 0.0823, 0.0692, 0.1136, 0.0812, 0.0822, 0.0842], "relative_energy_kcal_mol": 0.00, "homo_energy_ha": -0.2786, "total_energy_ha": -3048.51377, "orbital_gap_ha": 0.298}

> Number 2 is which compound?

C34H49IN6O4S2